## A
Formula: C2H3N2O2P
Source: OMol25
Level of theory: wB97M-V/def2-TZVPD

Structure (ORCA input):
```
! wB97M-V def2-TZVPD RIJCOSX def2/J DEFGRID3
* xyz 0 1
C 0.93275 1.57783 -0.96670
C -0.33997 0.04089 1.53121
N 0.02294 1.04593 -0.41611
N -0.26208 -1.30347 -0.83299
O 1.95367 1.91218 -1.42580
O 0.47938 0.39386 2.23863
P -0.61985 -1.57031 0.68443
H -0.96242 0.88779 -0.43795
H 0.72824 -1.47913 -1.08199
H -1.93266 -1.50557 0.70727
*
```

Output
HOMO energy (spin up / spin down) = -8.64 / -8.64 eV
Kohn-Sham gap (spin up / spin down) = 7.880 / 7.879 eV

## B
Formula: C2H3N2O2P
Source: OMol25
Level of theory: wB97M-V/def2-TZVPD

Structure (ORCA input):
```
! wB97M-V def2-TZVPD RIJCOSX def2/J DEFGRID3
* xyz 0 1
C -1.64531 -1.46519 0.02887
C 2.41821 0.01529 -0.14214
N -1.94066 -0.40743 0.47338
N -0.19029 1.13459 0.19375
O -1.17076 -2.47107 -0.25941
O 3.45780 -0.23014 0.31152
P 1.28593 1.29711 -0.46895
H -2.74195 0.14356 0.37264
H -0.38868 1.37136 1.16275
H 0.91570 0.61192 -1.67240
*
```

Output
HOMO energy (spin up / spin down) = -8.02 / -8.03 eV
Kohn-Sham gap (spin up / spin down) = 7.331 / 7.335 eV

## C
Formula: C2H3N2O2P
Source: OMol25
Level of theory: wB97M-V/def2-TZVPD

Structure (ORCA input):
```
! wB97M-V def2-TZVPD RIJCOSX def2/J DEFGRID3
* xyz 0 1
C -0.92630 0.68333 0.02638
C -1.49694 -0.65778 0.09057
N 0.41184 0.81555 0.10471
N 1.48332 -0.11558 0.33782
O -1.59744 1.69259 0.00995
O -2.34286 -1.34907 -0.28380
P 0.99946 -1.71667 0.07218
H 0.70466 1.77701 -0.22873
H 1.87040 0.20997 1.26409
H 0.89387 -1.33935 -1.39317
*
```

Output
HOMO energy (spin up / spin down) = -7.96 / -7.92 eV
Kohn-Sham gap (spin up / spin down) = 6.788 / 7.215 eV

Stability summary - winner: A; margin: 0.121 eV.

## A
Formula: CH3N3O
Source: OMol25
Level of theory: wB97M-V/def2-TZVPD

Structure (ORCA input):
```
! wB97M-V def2-TZVPD RIJCOSX def2/J DEFGRID3
* xyz 0 1
C -1.73862 -1.88591 -0.91792
N -2.06665 -2.71899 -1.62338
N 0.12292 0.64989 0.01036
N 2.19434 1.29017 0.68526
O 1.38515 0.67022 -0.04737
H -0.25542 1.23227 0.77477
H -1.38839 -1.09163 -0.31059
H 1.74668 1.85398 1.42888
*
```

Output
HOMO energy (spin up / spin down) = -10.71 / -10.66 eV
Kohn-Sham gap (spin up / spin down) = 9.840 / 9.684 eV

## B
Formula: CH3N3O
Source: OMol25
Level of theory: wB97M-V/def2-TZVPD

Structure (ORCA input):
```
! wB97M-V def2-TZVPD RIJCOSX def2/J DEFGRID3
* xyz 0 1
C 0.90641 -0.02664 0.00688
N -0.07978 -0.98264 -0.11783
N -0.05006 1.00617 -0.23159
N -1.09354 0.03868 -0.06019
O 2.08195 -0.05163 0.20446
H -0.18981 -1.91152 0.25412
H 0.10659 1.90302 0.84653
H -1.68174 0.02455 -0.90239
*
```

Output
HOMO energy = -9.34 eV
Kohn-Sham gap = 9.619 eV

## C
Formula: CH3N3O
Source: OMol25
Level of theory: wB97M-V/def2-TZVPD

Structure (ORCA input):
```
! wB97M-V def2-TZVPD RIJCOSX def2/J DEFGRID3
* xyz 0 1
C -0.77698 -0.40576 -0.30023
N -0.31573 -1.48556 -0.09930
N -1.03767 0.76471 -0.13209
N 1.87394 0.67148 -0.08142
O 2.04331 -0.47223 -0.30903
H -0.92106 -2.40448 -0.18072
H -1.47024 1.48281 -0.70760
H 1.42589 0.65987 0.88644
*
```

Output
HOMO energy = -8.91 eV
Kohn-Sham gap = 9.455 eV
SMILES string = N=C=N.N=O

Stability summary - winner: B; margin: 0.378 eV.

## A
Formula: CH3N3O
Source: OMol25
Level of theory: wB97M-V/def2-TZVPD

Structure (ORCA input):
```
! wB97M-V def2-TZVPD RIJCOSX def2/J DEFGRID3
* xyz 0 1
C 1.85635 0.06943 0.06215
N 2.94129 0.35595 -0.17772
N -1.56909 0.17775 0.10519
N -0.45315 -0.27376 -0.56458
O 0.65695 -0.18297 0.47556
H -1.42288 -0.06107 1.09452
H -1.62448 1.17695 -0.13823
H -0.38499 -1.26228 -0.85690
*
```

Output
HOMO energy = -10.61 eV
Kohn-Sham gap = 11.246 eV
SMILES string = N#CONN

## B
Formula: CH3N3O
Source: OMol25
Level of theory: wB97M-V/def2-TZVPD

Structure (ORCA input):
```
! wB97M-V def2-TZVPD RIJCOSX def2/J DEFGRID3
* xyz 0 1
C 0.63455 -1.46942 -0.89345
N -0.44104 1.69511 0.48468
N -0.29961 0.58278 0.86462
N 0.45318 -2.06202 0.09762
O 0.93659 -0.84418 -1.85033
H -1.37179 2.28693 0.45209
H 0.27703 2.34180 0.10756
H -0.18892 -2.53101 0.73720
*
```

Output
HOMO energy = -8.35 eV
Kohn-Sham gap = 9.192 eV

Stability summary - winner: B; margin: 0.804 eV.

## A
Formula: C5H15NOS
Source: OMol25
Level of theory: wB97M-V/def2-TZVPD

Structure (ORCA input):
```
! wB97M-V def2-TZVPD RIJCOSX def2/J DEFGRID3
* xyz 0 1
C 0.52889 3.02766 0.56042
N -0.38415 1.81410 0.56744
C -0.64206 1.00475 -0.74730
C -1.27048 -0.34399 -0.02148
C -0.10684 -1.41627 -0.03042
S -0.79341 -2.79197 0.81545
C -1.46533 1.47835 -1.89840
H 1.33253 3.01770 1.25158
H -0.11150 3.82902 0.96663
H 0.95492 3.31681 -0.36610
H -1.27637 2.19970 0.85733
H 0.39156 0.71932 -1.00526
H -2.13310 -0.69527 -0.46818
H -1.80159 -0.16666 0.87792
H 0.86728 -1.01481 0.58423
H 0.12042 -1.54371 -1.21769
H -0.40055 -3.89458 0.24145
H -1.08299 2.44947 -2.27641
H -2.51144 1.54044 -1.61745
H -1.38225 0.88085 -2.79973
H 3.85799 -4.24684 1.13485
H 3.57681 -4.28486 2.69818
O 3.73169 -4.87922 1.89294
*
```

Output
HOMO energy = -8.67 eV
Kohn-Sham gap = 9.409 eV
SMILES string = CN[C@H](C)CCS.O

## B
Formula: C5H15NOS
Source: OMol25
Level of theory: wB97M-V/def2-TZVPD

Structure (ORCA input):
```
! wB97M-V def2-TZVPD RIJCOSX def2/J DEFGRID3
* xyz 0 1
C -1.94822 -1.01895 0.51893
C -0.56112 -0.78700 -0.03300
C -0.05668 0.60527 0.32026
C 1.47515 0.71902 0.26320
S 2.12136 2.38436 0.44799
C 1.08174 3.11718 1.69044
N -0.55360 -1.02539 -1.48982
H -2.69534 -0.31471 0.17030
H -2.29467 -2.01647 0.23211
H -2.00537 -1.09366 1.60245
H 0.12475 -1.50104 0.42197
H -0.35728 0.80926 1.34923
H -0.49210 1.40950 -0.27776
H 1.90034 0.03267 0.99149
H 1.80975 0.36302 -0.71783
H 0.07577 3.35265 1.34728
H 1.06415 2.63910 2.67150
H 1.50313 4.11293 1.84045
H -0.30818 -0.17226 -1.97612
H -1.47759 -1.27770 -1.85209
H 0.18128 -2.86581 -2.09562
H 1.11785 -3.71318 -2.96579
O 0.29490 -3.75880 -2.45957
*
```

Output
HOMO energy = -8.67 eV
Kohn-Sham gap = 9.496 eV
SMILES string = CSCC[C@@H](C)N.O

Stability summary - winner: B; margin: 2.622 eV.

## A
Formula: C4H4ClFO
Source: OMol25
Level of theory: wB97M-V/def2-TZVPD

Structure (ORCA input):
```
! wB97M-V def2-TZVPD RIJCOSX def2/J DEFGRID3
* xyz 0 1
C 0.66317 -1.82380 1.11784
C 0.28462 -1.07451 -0.01710
C -0.60281 0.99191 -0.84507
C -0.72894 2.25913 -0.36421
H 0.96511 -1.34691 2.10061
H 0.01230 -1.74191 -0.96774
H -1.02447 0.31881 -1.65463
H -1.07907 3.20563 -0.94133
O 0.07956 0.18024 0.03927
F 0.19990 2.58450 0.65367
Cl 1.23063 -3.55311 0.87869
*
```

Output
HOMO energy = -8.52 eV
Kohn-Sham gap = 9.207 eV
SMILES string = F/C=C\O/C=C/Cl

## B
Formula: C4H4ClFO
Source: OMol25
Level of theory: wB97M-V/def2-TZVPD

Structure (ORCA input):
```
! wB97M-V def2-TZVPD RIJCOSX def2/J DEFGRID3
* xyz 0 1
C -0.10031 -0.32301 -1.83598
C -1.13128 0.19788 -0.88279
C 0.06369 -0.20675 1.03668
C 1.07260 0.24739 1.76918
H 0.71228 -0.84430 -1.51054
H -2.04452 0.62855 -1.19528
H -0.34072 -1.15926 0.99716
H 1.27885 -0.45739 2.57039
O -0.58509 0.62363 0.31796
F -0.52449 -0.65490 -2.95933
Cl 1.59901 1.94817 1.69254
*
```

Output
HOMO energy = -8.63 eV
Kohn-Sham gap = 9.223 eV
SMILES string = F/C=C/O/C=C\Cl

Stability summary - winner: A; margin: 0.263 eV.

## A
Formula: C18H30N4O2
Source: OMol25
Level of theory: wB97M-V/def2-TZVPD

Structure (ORCA input):
```
! wB97M-V def2-TZVPD RIJCOSX def2/J DEFGRID3
* xyz 0 1
C 4.30411 4.27907 -1.09890
H 4.93341 4.88577 -1.56849
H 3.52413 4.88786 -0.58379
H 4.72136 3.65242 -0.45321
C 3.32030 3.80845 -2.09632
C 4.39970 2.74172 -2.94131
H 5.27801 3.26735 -3.39167
H 4.74346 2.04955 -2.44752
H 3.71036 2.25295 -3.83650
C 2.19971 2.92732 -1.55719
H 1.66770 2.52631 -2.61645
C 2.59144 1.82037 -0.85987
N 1.36518 1.52792 0.28831
C 1.89896 0.48520 1.22201
C 0.65821 0.48062 2.23696
H 1.19915 -0.24442 3.17008
H 0.42776 1.37572 2.82599
C -0.36681 -0.27341 1.63969
N -1.67237 -0.49529 2.39258
C -2.51380 -1.33740 2.34173
C -3.49009 -0.93762 3.37382
C -2.62359 -0.07943 4.07586
N -1.63942 0.26186 3.48484
H -2.97492 0.37197 5.04227
H -4.54179 -1.44275 3.38336
N -2.77139 -2.18814 1.27641
C -3.70765 -2.96547 1.22585
O -4.69192 -3.28880 1.62693
C -3.32372 -3.83926 -0.17835
H -4.17948 -4.67714 -0.20191
C -2.05728 -4.40887 -0.41337
H -1.66122 -4.52750 0.63918
O -1.26456 -3.38073 -0.87426
C -2.04422 -2.73124 -1.81914
H -1.67781 -1.75097 -2.06675
H -1.87473 -3.56926 -2.97185
C -3.64634 -2.81716 -1.52116
H -3.95387 -3.49889 -2.16580
H -3.87786 -1.94534 -1.23204
H -1.82623 -5.31084 -1.06590
H -1.87130 -2.26046 0.78534
C -0.56169 0.49854 0.35295
C 0.46571 0.81452 -0.52931
H 0.71991 -0.16336 -0.81963
H 0.13139 1.46424 -1.50881
H -1.26238 1.51758 0.82684
H -1.69948 0.12480 -0.04542
H -0.22231 -1.30827 1.40468
H 2.14811 -0.42617 0.82889
H 2.85050 1.07906 1.70458
H 2.84670 0.86293 -1.37234
H 3.36209 2.00847 -0.10973
H 1.46103 3.55148 -1.04506
H 3.06985 4.34413 -2.75712
*
```

Output
HOMO energy = -8.42 eV
Kohn-Sham gap = 8.963 eV

## B
Formula: C18H30N4O2
Source: OMol25
Level of theory: wB97M-V/def2-TZVPD

Structure (ORCA input):
```
! wB97M-V def2-TZVPD RIJCOSX def2/J DEFGRID3
* xyz 0 1
C -5.07241 -3.72652 0.00533
C -4.97187 -2.20894 -0.08425
C -6.09888 -1.61407 -0.92579
C -5.97700 -0.09903 -1.06506
N -6.05459 0.54599 0.23865
H -6.96823 0.36684 0.64432
C -5.79912 1.97344 0.18094
C -4.30088 2.26442 0.03535
O -3.88856 3.29462 -0.45204
N -3.55025 1.25709 0.53925
C -2.16398 1.11336 0.58590
C -1.64384 -0.07708 1.09086
C -0.28153 -0.28196 1.16424
C 0.59388 0.70966 0.72892
C 0.07380 1.90012 0.22445
C -1.28857 2.10564 0.15200
H -1.68384 3.02768 -0.23994
H 0.74833 2.67374 -0.11405
N 1.98095 0.56560 0.77789
C 2.72703 -0.48477 1.19196
O 2.30961 -1.53643 1.62704
C 4.22651 -0.19222 1.08175
N 4.49759 0.81679 0.07312
H 4.40531 0.40817 -0.85224
C 5.78466 1.47894 0.18759
C 7.02393 0.58505 0.03567
C 7.10661 -0.08817 -1.33296
C 8.39672 -0.88349 -1.48946
H 8.43635 -1.36030 -2.46604
H 9.26144 -0.23099 -1.39019
H 8.46285 -1.65680 -0.72708
H 7.05243 0.67464 -2.11413
H 6.25801 -0.76403 -1.46646
H 7.02246 -0.17767 0.81730
H 7.90914 1.20702 0.18371
H 5.81231 1.96587 1.16761
H 5.80825 2.25989 -0.57849
H 4.74173 -1.15011 0.92550
H 4.54524 0.19957 2.05395
H 2.53290 1.34241 0.42376
H 0.11333 -1.20440 1.55545
H -2.31761 -0.85075 1.43027
H -4.09830 0.46642 0.86675
H -6.32332 2.48501 -0.64105
H -6.12214 2.43179 1.12039
H -6.75552 0.27318 -1.75249
H -5.00584 0.15182 -1.50191
H -6.08201 -2.05754 -1.92316
H -7.06062 -1.85933 -0.46820
H -4.01148 -1.93477 -0.52677
H -5.01809 -1.78334 0.92006
H -6.01617 -4.02196 0.45878
H -4.26150 -4.12785 0.60830
H -5.01526 -4.17223 -0.98532
*
```

Output
HOMO energy = -7.71 eV
Kohn-Sham gap = 8.550 eV
SMILES string = CCCCNCC(=O)Nc1ccc(NC(=O)CNCCCC)cc1

Stability summary - winner: B; margin: 19.156 eV.